# 1
{
  "formula": "C12H21BrN2O4",
  "method": "wB97M-V/def2-TZVPD",
  "elements": ["C", "N", "C", "C", "N", "C", "C", "C", "O", "C", "O", "O", "C", "Br", "C", "C", "C", "C", "O", "H", "H", "H", "H", "H", "H", "H", "H", "H", "H", "H", "H", "H", "H", "H", "H", "H", "H", "H", "H", "H"],
  "positions_angstrom": [[3.020, -1.137, -1.372], [1.670, -1.085, -0.841], [0.697, -0.628, -1.805], [-0.678, -0.370, -1.205], [-0.992, 0.987, -0.992], [-1.213, 1.841, -1.913], [-0.202, 2.880, -2.285], [-2.524, 1.916, -2.639], [-1.647, -1.021, -2.086], [-2.623, -1.582, -1.331], [-3.461, -2.373, -1.724], [-2.458, -1.117, -0.050], [-1.028, -1.120, 0.136], [-0.556, -3.017, 0.159], [-0.743, -0.331, 1.395], [-0.541, -1.127, 2.688], [0.215, -0.243, 3.700], [1.716, -0.278, 3.458], [2.445, 0.105, 4.610], [3.711, -1.085, -0.544], [3.184, -2.102, -1.841], [3.209, -0.334, -2.084], [1.623, -0.564, 0.018], [0.600, -1.365, -2.592], [1.077, 0.272, -2.295], [0.538, 2.479, -2.966], [0.293, 3.201, -1.378], [-0.652, 3.760, -2.725], [-2.861, 2.945, -2.597], [-2.420, 1.585, -3.664], [-3.244, 1.323, -2.099], [-1.561, 0.350, 1.562], [0.146, 0.263, 1.239], [-1.503, -1.352, 3.124], [0.054, -2.015, 2.543], [-0.105, 0.776, 3.502], [-0.035, -0.477, 4.724], [1.951, 0.397, 2.641], [1.999, -1.273, 3.120], [2.899, 0.917, 4.408]],
  "atomic_forces_ev_per_a": [[-0.49, -0.25, 0.37], [-0.05, -0.07, 0.14], [0.51, 0.16, -0.10], [-1.13, -0.82, 1.37], [2.27, 0.06, -1.13], [-0.55, 0.02, 0.07], [-0.48, 0.78, 0.90], [0.19, -0.21, 0.43], [-0.45, -0.61, -0.35], [-1.24, -1.04, -0.86], [1.64, 2.19, 0.91], [-0.28, -1.23, 0.01], [-1.14, 0.94, -0.45], [0.28, 0.04, -0.03], [0.77, -1.00, 0.51], [0.23, 0.92, 0.59], [-0.16, 0.27, -0.85], [-0.34, 0.02, -0.01], [-0.04, -0.31, 0.09], [0.33, 0.16, 0.15], [0.06, -0.11, -0.37], [0.25, 0.16, -0.14], [0.10, 0.31, 0.03], [-0.09, -0.39, -0.10], [-0.26, 0.36, -0.13], [0.13, -0.32, -0.16], [0.40, -0.03, 0.18], [-0.10, 0.14, -0.32], [-0.08, 0.30, -0.31], [-0.09, 0.03, -0.35], [-0.26, -0.37, -0.13], [-0.28, 0.33, -0.25], [0.20, 0.25, -0.24], [-0.27, -0.52, -0.06], [-0.17, -0.43, -0.15], [-0.20, 0.35, 0.43], [0.13, -0.25, 0.28], [0.13, 0.12, -0.29], [0.28, -0.27, 0.25], [0.26, 0.32, 0.09]],
  "lowdin_charge": [-0.110, -0.135, -0.145, -0.416, 0.156, -0.335, -0.019, -0.004, 0.067, -0.583, 0.142, 0.000, -0.646, 0.923, -0.168, -0.211, -0.180, -0.276, -0.050, 0.077, 0.079, 0.074, 0.084, 0.134, 0.108, 0.085, 0.087, 0.073, 0.084, 0.099, 0.082, 0.131, 0.099, 0.116, 0.054, 0.109, 0.114, 0.110, 0.116, 0.075],
  "total_energy_ev": -93994.9623,
  "fmax_ev_per_a": 2.883,
  "smiles": "CNC[C@@]1(N=C(C)C)OC(=O)O[C@]1(Br)CCCCO",
  "gap_ev": 8.928,
  "charge": 0
}



# 2
{
  "formula": "C12H21ClF3N",
  "method": "wB97M-V/def2-TZVPD",
  "elements": ["C", "C", "C", "C", "C", "C", "C", "C", "C", "N", "C", "C", "C", "F", "F", "F", "H", "H", "H", "H", "H", "H", "H", "H", "H", "H", "H", "H", "H", "H", "H", "H", "H", "H", "H", "H", "H", "Cl"],
  "positions_angstrom": [[3.882, -2.605, 0.216], [3.831, -1.344, -0.656], [2.375, -0.933, -0.919], [2.229, 0.551, -1.313], [1.458, 1.410, -0.310], [-0.060, 1.199, -0.315], [-0.533, -0.133, 0.271], [-1.920, -0.128, 0.890], [-2.116, 0.936, 2.001], [-3.342, 1.661, 1.580], [-3.880, 1.251, 0.510], [-3.190, 0.050, -0.005], [-3.191, -0.115, -1.512], [-2.667, 0.934, -2.163], [-4.486, -0.212, -1.924], [-2.569, -1.231, -1.886], [3.349, -2.435, 1.152], [3.350, -3.416, -0.289], [4.900, -2.932, 0.417], [4.331, -1.582, -1.596], [4.346, -0.547, -0.117], [1.801, -1.178, -0.028], [2.025, -1.549, -1.752], [3.235, 0.968, -1.412], [1.765, 0.654, -2.299], [1.858, 1.284, 0.698], [1.627, 2.457, -0.581], [-0.383, 1.304, -1.355], [-0.474, 2.024, 0.273], [-0.473, -0.889, -0.518], [0.109, -0.444, 1.092], [-2.048, -1.099, 1.366], [-1.312, 1.669, 2.018], [-2.193, 0.509, 2.994], [-3.694, 2.451, 2.104], [-4.740, 1.725, 0.057], [-3.862, -0.770, 0.296], [0.665, 0.508, 3.013]],
  "atomic_forces_ev_per_a": [[-0.38, 0.03, -0.28], [-0.31, -0.56, 0.59], [0.53, 0.06, -0.48], [-0.03, -0.07, 0.22], [0.15, 0.15, -0.21], [0.37, 0.02, 0.24], [0.02, 0.04, -0.85], [-0.29, -0.13, 0.20], [0.45, 0.21, -0.53], [-0.06, -0.02, 0.47], [0.16, 0.02, -0.62], [-0.26, -0.93, 0.31], [-0.23, 0.34, -0.16], [0.03, -0.26, 0.08], [0.26, 0.04, 0.03], [-0.03, 0.26, 0.03], [0.17, 0.04, 0.13], [0.11, -0.09, 0.00], [0.03, 0.00, 0.07], [0.19, 0.43, -0.05], [0.14, 0.11, -0.24], [-0.12, 0.10, -0.04], [-0.27, -0.16, 0.20], [0.00, 0.06, -0.05], [-0.03, -0.05, -0.02], [-0.12, -0.11, 0.03], [0.01, 0.03, 0.03], [-0.24, 0.10, 0.08], [-0.12, 0.06, -0.14], [-0.19, -0.14, 0.13], [0.12, 0.13, -0.13], [0.10, -0.05, -0.01], [0.12, -0.11, 0.26], [-0.22, 0.15, 0.09], [-0.02, 0.06, 0.02], [-0.06, 0.09, 0.08], [-0.08, 0.05, -0.08], [0.09, 0.12, 0.60]],
  "lowdin_charge": [-0.121, -0.267, -0.218, -0.202, -0.223, -0.202, -0.240, -0.211, -0.144, 0.142, 0.058, -0.106, -0.582, 0.157, 0.124, 0.179, 0.073, 0.069, 0.064, 0.103, 0.106, 0.087, 0.109, 0.101, 0.103, 0.062, 0.107, 0.100, 0.098, 0.114, -0.018, 0.147, 0.051, 0.110, 0.184, 0.167, 0.181, -0.264],
  "total_energy_ev": -34948.7922,
  "fmax_ev_per_a": 1.015,
  "gap_ev": 5.873,
  "charge": 0
}



# 3
{
  "formula": "C12H21F9O7Ti",
  "method": "wB97M-V/def2-TZVPD",
  "elements": ["Ti", "O", "H", "H", "H", "C", "O", "O", "C", "F", "F", "F", "C", "C", "H", "H", "H", "H", "H", "H", "C", "O", "O", "C", "F", "F", "F", "C", "C", "H", "H", "H", "H", "H", "H", "C", "O", "O", "C", "F", "F", "F", "C", "C", "H", "H", "H", "H", "H", "H"],
  "positions_angstrom": [[2.342, -0.034, 2.466], [0.331, -0.879, -0.087], [0.826, -0.084, 0.123], [0.521, -1.516, 0.606], [-0.573, -0.597, 0.072], [-2.816, -0.686, 1.253], [-2.548, -0.687, -0.204], [-1.637, 0.002, 1.775], [-4.309, -0.175, 1.613], [-4.518, 1.182, 1.550], [-5.256, -0.605, 0.889], [-4.647, -0.519, 2.839], [-3.062, 0.325, -1.106], [-2.468, -0.184, -2.400], [-3.011, -1.065, -2.743], [-2.555, 0.634, -3.116], [-1.411, -0.437, -2.323], [-2.709, 1.319, -0.830], [-4.150, 0.284, -1.159], [-2.838, -1.694, 1.667], [1.722, -3.244, 1.770], [1.501, -2.981, 0.464], [0.922, -2.316, 2.416], [1.485, -4.813, 2.065], [1.599, -5.076, 3.347], [0.340, -5.320, 1.771], [2.538, -5.498, 1.542], [2.520, -3.315, -0.474], [2.002, -2.882, -1.854], [0.942, -2.993, -2.082], [2.149, -1.825, -2.073], [2.652, -3.373, -2.577], [2.692, -4.385, -0.587], [3.422, -2.729, -0.298], [2.759, -3.168, 2.096], [1.558, 2.522, -0.400], [0.914, 3.556, 0.269], [1.491, 1.508, 0.587], [0.803, 2.416, -1.820], [1.178, 3.384, -2.759], [1.012, 1.219, -2.442], [-0.542, 2.392, -1.654], [1.133, 4.879, -0.183], [0.705, 5.888, 0.878], [1.454, 5.965, 1.666], [0.676, 6.874, 0.414], [-0.282, 5.740, 1.316], [0.462, 5.058, -1.023], [2.087, 5.228, -0.577], [2.596, 2.703, -0.680]],
  "atomic_forces_ev_per_a": [[-1.80, -0.24, -1.10], [-0.09, -0.23, -1.79], [1.24, 2.45, 0.26], [0.27, -1.52, 1.39], [-2.60, 0.60, 0.77], [3.59, 3.16, 0.71], [-1.53, -0.68, 0.81], [-3.86, -1.56, -0.90], [3.03, 2.70, 0.73], [1.02, 0.38, 0.18], [-2.55, -2.52, -3.20], [0.39, -0.55, 1.85], [0.94, -1.58, 0.66], [-0.31, 0.88, -0.62], [0.02, 0.06, -0.07], [0.00, -0.17, -0.50], [-0.06, 0.11, 0.23], [-0.02, 0.00, 0.11], [-0.07, 0.19, 0.13], [-0.02, -0.55, -0.63], [-1.44, 0.31, 2.85], [1.17, -1.06, -2.55], [1.74, -0.18, 0.05], [1.24, 2.35, 1.04], [0.53, 0.32, 2.44], [-1.74, -0.85, -2.05], [-0.25, -0.45, -1.17], [-1.45, 0.59, -1.58], [0.70, 0.81, -0.49], [0.08, -0.79, 0.35], [0.19, 0.25, 0.44], [-0.35, -0.28, -0.31], [0.23, -0.01, 0.75], [0.28, -0.35, 0.43], [0.80, 0.11, -0.35], [-0.42, -1.21, 1.87], [1.12, 1.77, -0.04], [0.46, -1.17, -2.12], [-0.73, -1.93, -0.02], [-0.64, -1.04, 1.66], [0.83, 0.43, 0.14], [0.70, 1.18, -0.18], [-1.98, 1.04, -0.25], [0.44, 0.23, 0.14], [-0.11, -0.18, 0.23], [0.03, 0.11, -0.16], [0.10, -0.43, -0.09], [-0.18, -0.04, -0.34], [0.75, -0.97, 0.30], [0.34, 0.50, 0.00]],
  "lowdin_charge": [0.821, 0.217, 0.048, 0.072, 0.089, -0.319, -0.176, -0.280, -0.636, 0.085, 0.180, 0.139, -0.245, -0.086, 0.074, 0.070, 0.061, 0.112, 0.106, 0.127, -0.504, -0.133, -0.250, -0.607, 0.145, 0.203, 0.101, -0.212, -0.073, 0.083, 0.062, 0.069, 0.113, 0.123, 0.127, -0.394, -0.072, -0.317, -0.451, 0.082, 0.092, 0.128, -0.278, -0.078, 0.068, 0.067, 0.079, 0.104, 0.120, 0.142],
  "total_energy_ev": -74684.5504,
  "fmax_ev_per_a": 4.832,
  "relative_energy_ev": 2.5659,
  "gap_ev": [6.485, 6.324],
  "s2": 3.7515,
  "multiplicity": 4,
  "charge": -1
}